No. 1
Formula: C2H5NS
Source: the Open Molecules 2025 dataset
Level of theory: wB97M-V/def2-TZVPD

## Properties
* electronic energy: -14477.3309 eV
* gap between HOMO and LUMO: 8.807 eV
* HOMO energy: -7.87 eV
* ΔE to the lowest compared entry with this formula, charge and spin: 3.0060 eV
* M: 75.14 g mol⁻¹
* largest force on an atom: 7.6 eV/Å

Last columns: bonded neighbours and bond lengths (Å).
Atoms and positions in Å:
1 C 0.223 1.228 -0.677  C2 1.411, H5 1.202, H6 1.107, H8 0.976
2 C 0.211 0.191 0.280  C1 1.411, N3 1.333, H7 1.083
3 N -0.688 -0.794 0.308  C2 1.333, S4 1.627
4 S -0.659 -1.856 1.539  N3 1.627, H9 1.364
5 H 0.969 0.358 -1.042  C1 1.202
6 H -0.444 1.170 -1.558  C1 1.107
7 H 0.907 0.407 1.081  C2 1.083
8 H 0.717 2.069 -0.644  C1 0.976
9 H -1.237 -2.773 0.712  S4 1.364

---

No. 2
Formula: C24H58BF4N3O2
Source: the Open Molecules 2025 dataset
Level of theory: wB97M-V/def2-TZVPD

## Properties
* total charge: +2
* electronic energy: -45928.1554 eV
* gap between HOMO and LUMO: 9.690 eV
* HOMO energy: -13.43 eV
* M: 507.55 g mol⁻¹
* largest force on an atom: 3.3 eV/Å

Last columns: bonded neighbours and bond lengths (Å).
Atoms and positions in Å:
1 C -8.276 -11.183 -1.322  C2 1.592, H11 1.090, H12 1.090, H13 1.090
2 C -8.284 -10.036 -2.426  C1 1.592, N3 1.516, H14 1.090, H15 1.090
3 N -8.569 -8.658 -1.862  C2 1.516, C4 1.574, C5 1.582, C7 1.502
4 C -7.997 -8.272 -0.447  N3 1.574, H16 1.090, H17 1.090, H18 1.090
5 C -7.821 -7.691 -2.866  N3 1.582, C6 1.507, H19 1.090, H20 1.090
6 C -8.298 -7.724 -4.296  C5 1.507, H21 1.090, H22 1.090, H23 1.090
7 C -10.062 -8.496 -1.869  N3 1.502, C8 1.540, H24 1.090, H25 1.090
8 C -10.598 -7.220 -1.192  C7 1.540, O9 1.361, H26 1.090, H27 1.090
9 O -10.265 -6.139 -1.949  C8 1.361, C10 1.461
10 C -10.511 -4.865 -1.277  O9 1.461, H28 1.090, H29 1.090, H30 1.090
11 H -7.334 -11.129 -0.776  C1 1.090
12 H -8.003 -12.147 -1.751  C1 1.090
13 H -9.102 -11.338 -0.628  C1 1.090
14 H -9.025 -10.182 -3.212  C2 1.090
15 H -7.281 -10.073 -2.852  C2 1.090
16 H -6.961 -8.604 -0.501  C4 1.090
17 H -8.643 -8.731 0.302  C4 1.090
18 H -8.121 -7.195 -0.339  C4 1.090
19 H -6.771 -7.939 -2.709  C5 1.090
20 H -8.016 -6.721 -2.410  C5 1.090
21 H -7.858 -7.005 -4.988  C6 1.090
22 H -9.335 -7.388 -4.284  C6 1.090
23 H -8.259 -8.682 -4.814  C6 1.090
24 H -10.485 -9.247 -1.202  C7 1.090
25 H -10.564 -8.695 -2.816  C7 1.090
26 H -10.215 -7.041 -0.187  C8 1.090
27 H -11.685 -7.266 -1.253  C8 1.090
28 H -10.394 -4.031 -1.970  C10 1.090
29 H -9.798 -4.731 -0.464  C10 1.090
30 H -11.481 -4.810 -0.784  C10 1.090
31 C -8.262 2.318 -1.721  C32 1.568, H41 1.090, H42 1.090, H43 1.090
32 C -8.601 3.842 -1.857  C31 1.568, N33 1.556, H44 1.090, H45 1.090
33 N -8.556 4.680 -0.547  C32 1.556, C34 1.588, C35 1.583, C37 1.569
34 C -7.431 4.044 0.376  N33 1.588, H46 1.090, H47 1.090, H48 1.090
35 C -8.026 6.123 -0.921  N33 1.583, C36 1.514, H49 1.090, H50 1.090
36 C -8.766 6.933 -1.966  C35 1.514, H51 1.090, H52 1.090, H53 1.090
37 C -9.952 4.712 0.170  N33 1.569, C38 1.604, H54 1.090, H55 1.090
38 C -9.987 5.177 1.705  C37 1.604, O39 1.429, H56 1.090, H57 1.090
39 O -9.578 6.538 1.863  C38 1.429, C40 1.452
40 C -10.555 7.611 1.818  O39 1.452, H58 1.090, H59 1.090, H60 1.090
41 H -7.338 1.943 -1.279  C31 1.090
42 H -8.177 1.928 -2.736  C31 1.090
43 H -9.090 1.776 -1.264  C31 1.090
44 H -9.546 4.128 -2.317  C32 1.090
45 H -7.903 4.333 -2.535  C32 1.090
46 H -7.285 4.762 1.184  C34 1.090
47 H -6.490 3.861 -0.142  C34 1.090
48 H -7.823 3.043 0.555  C34 1.090
49 H -6.978 5.955 -1.170  C35 1.090
50 H -7.959 6.619 0.047  C35 1.090
51 H -8.587 6.705 -3.017  C36 1.090
52 H -8.374 7.948 -1.911  C36 1.090
53 H -9.853 6.913 -1.892  C36 1.090
54 H -10.337 3.704 0.015  C37 1.090
55 H -10.590 5.332 -0.460  C37 1.090
56 H -9.340 4.774 2.483  C38 1.090
57 H -10.978 5.045 2.141  C38 1.090
58 H -10.800 8.003 0.831  C40 1.090
59 H -10.183 8.368 2.508  C40 1.090
60 H -11.471 7.261 2.294  C40 1.090
61 C -4.967 0.014 3.611  C62 1.547, H70 1.090, H71 1.090, H72 1.090
62 C -5.500 -0.941 4.705  C61 1.547, C63 1.594, H73 1.090, H74 1.090
63 C -7.086 -1.097 4.710  C62 1.594, N64 1.550, H75 1.090, H76 1.090
64 N -7.586 -2.296 5.557  C63 1.550, C65 1.540, C66 1.540, C69 1.521
65 C -7.176 -2.146 7.033  N64 1.540, H77 1.090, H78 1.090, H79 1.090
66 C -7.175 -3.677 5.014  N64 1.540, C67 1.506, H80 1.090, H81 1.090
67 C -8.171 -4.693 5.506  C66 1.506, C68 1.566, H82 1.090, H83 1.090
68 C -9.518 -3.906 5.366  C67 1.566, C69 1.497, H84 1.090, H85 1.090
69 C -9.094 -2.489 5.595  N64 1.521, C68 1.497, H86 1.090, H87 1.090
70 H -3.911 -0.178 3.420  C61 1.090
71 H -5.092 1.028 3.991  C61 1.090
72 H -5.629 -0.097 2.752  C61 1.090
73 H -5.151 -0.475 5.627  C62 1.090
74 H -5.025 -1.917 4.608  C62 1.090
75 H -7.414 -1.193 3.676  C63 1.090
76 H -7.568 -0.278 5.243  C63 1.090
77 H -7.762 -2.903 7.554  C65 1.090
78 H -7.400 -1.098 7.229  C65 1.090
79 H -6.112 -2.378 7.093  C65 1.090
80 H -6.139 -3.798 5.330  C66 1.090
81 H -7.134 -3.669 3.925  C66 1.090
82 H -8.031 -5.012 6.539  C67 1.090
83 H -8.081 -5.589 4.891  C67 1.090
84 H -10.137 -4.342 6.150  C68 1.090
85 H -9.978 -4.108 4.399  C68 1.090
86 H -9.654 -2.135 6.461  C69 1.090
87 H -9.500 -1.920 4.758  C69 1.090
88 B -5.896 -2.955 -0.595  F89 1.387, F90 1.380, F91 1.407, F92 1.387
89 F -6.866 -2.388 0.217  B88 1.387
90 F -4.786 -2.149 -0.444  B88 1.380
91 F -5.502 -4.237 -0.167  B88 1.407
92 F -6.285 -3.007 -1.925  B88 1.387

---

No. 3
Formula: C22H47NO16P2
Source: the Open Molecules 2025 dataset
Level of theory: wB97M-V/def2-TZVPD

## Properties
* electronic energy: -76400.4025 eV
* gap between HOMO and LUMO: 8.153 eV
* HOMO energy: -7.99 eV
* ΔE to the lowest compared entry with this formula, charge and spin: 5.0166 eV
* M: 643.56 g mol⁻¹
* largest force on an atom: 8.9 eV/Å

Last columns: bonded neighbours and bond lengths (Å).
Atoms and positions in Å:
1 C 4.745 4.277 2.857  C2 1.638, H14 1.192, H15 1.170, H16 1.187
2 C 4.232 4.025 1.322  C1 1.638, O3 1.360, O4 1.471
3 O 5.140 3.497 0.458  C2 1.360
4 O 2.881 4.261 0.791  C2 1.471, C5 1.471
5 C 2.159 5.307 1.530  O4 1.471, C6 1.673, H17 1.194, H18 1.183
6 C 0.620 5.358 0.876  C5 1.673, C7 1.653, H19 1.193, H20 1.186
7 C -0.478 5.463 2.108  C6 1.653, C8 1.645, H21 1.192, H22 1.171
8 C -1.991 5.622 1.485  C7 1.645, P9 1.914, H23 1.183, H24 1.193
9 P -3.112 4.085 1.703  C8 1.914, O10 1.773, P11 2.185
10 O -3.731 4.128 3.364  P9 1.773, H25 1.021
11 P -2.004 2.210 1.525  P9 2.185, N12 1.783, O13 1.771
12 N -0.767 2.017 2.795  P11 1.783, H26 1.046, H27 1.054
13 O -1.074 2.259 0.019  P11 1.771, H28 1.021
14 H 5.913 4.515 2.877  C1 1.192
15 H 4.183 5.120 3.442  C1 1.170
16 H 4.630 3.252 3.446  C1 1.187
17 H 2.019 5.046 2.686  C5 1.194
18 H 2.686 6.366 1.517  C5 1.183
19 H 0.506 6.258 0.101  C6 1.193
20 H 0.445 4.374 0.237  C6 1.186
21 H -0.242 6.494 2.658  C7 1.192
22 H -0.368 4.630 2.923  C7 1.171
23 H -1.862 5.966 0.360  C8 1.183
24 H -2.501 6.528 2.070  C8 1.193
25 H -4.707 4.392 3.223  O10 1.021
26 H -1.274 1.884 3.701  N12 1.046
27 H -0.211 1.141 2.607  N12 1.054
28 H -0.344 1.557 0.154  O13 1.021
29 C -0.047 -5.315 3.452  C30 1.518, H36 1.094, H37 1.094, H38 1.096
30 C 0.756 -4.600 2.379  C29 1.518, O31 1.433, H39 1.095, H40 1.097
31 O 0.712 -3.180 2.566  C30 1.433, C32 1.357
32 C 1.501 -2.695 3.557  O31 1.357, O33 1.220, O34 1.358
33 O 2.231 -3.350 4.283  C32 1.220
34 O 1.317 -1.351 3.622  C32 1.358, C35 1.426
35 C 2.017 -0.728 4.696  O34 1.426, H41 1.095, H42 1.094, H43 1.094
36 H -1.068 -4.926 3.491  C29 1.094
37 H -0.085 -6.390 3.252  C29 1.094
38 H 0.388 -5.168 4.447  C29 1.096
39 H 0.312 -4.804 1.399  C30 1.095
40 H 1.793 -4.955 2.344  C30 1.097
41 H 3.084 -0.973 4.673  C35 1.095
42 H 1.573 -1.025 5.652  C35 1.094
43 H 1.912 0.356 4.588  C35 1.094
44 C -7.580 1.902 6.658  C45 1.518, H51 1.094, H52 1.094, H53 1.096
45 C -6.693 1.194 5.649  C44 1.518, O46 1.433, H54 1.095, H55 1.097
46 O -7.466 0.681 4.557  C45 1.433, C47 1.357
47 C -7.869 1.599 3.642  O46 1.357, O48 1.220, O49 1.358
48 O -7.630 2.795 3.669  C47 1.220
49 O -8.611 0.958 2.703  C47 1.358, C50 1.426
50 C -9.184 1.831 1.731  O49 1.426, H56 1.095, H57 1.094, H58 1.094
51 H -8.390 1.243 6.987  C44 1.094
52 H -6.998 2.211 7.532  C44 1.094
53 H -8.050 2.793 6.228  C44 1.096
54 H -6.214 0.334 6.129  C45 1.095
55 H -5.892 1.848 5.283  C45 1.097
56 H -8.420 2.461 1.262  C50 1.095
57 H -9.960 2.447 2.197  C50 1.094
58 H -9.648 1.217 0.954  C50 1.094
59 C 1.843 -1.210 -0.037  C60 1.518, H66 1.094, H67 1.094, H68 1.096
60 C 2.139 -2.684 -0.248  C59 1.518, O61 1.433, H69 1.095, H70 1.097
61 O 2.245 -2.992 -1.643  C60 1.433, C62 1.357
62 C 3.405 -2.618 -2.239  O61 1.357, O63 1.220, O64 1.358
63 O 4.345 -2.059 -1.698  C62 1.220
64 O 3.329 -2.949 -3.554  C62 1.358, C65 1.426
65 C 4.451 -2.517 -4.320  O64 1.426, H71 1.095, H72 1.094, H73 1.094
66 H 0.957 -0.910 -0.604  C59 1.094
67 H 1.673 -0.999 1.023  C59 1.094
68 H 2.670 -0.578 -0.383  C59 1.096
69 H 1.308 -3.279 0.145  C60 1.095
70 H 3.043 -2.998 0.289  C60 1.097
71 H 5.391 -2.869 -3.884  C65 1.095
72 H 4.447 -1.425 -4.401  C65 1.094
73 H 4.359 -2.939 -5.325  C65 1.094
74 C 1.543 -3.236 -7.948  C75 1.518, H81 1.094, H82 1.094, H83 1.096
75 C 1.839 -4.710 -8.159  C74 1.518, O76 1.433, H84 1.095, H85 1.097
76 O 1.945 -5.018 -9.554  C75 1.433, C77 1.357
77 C 3.105 -4.644 -10.150  O76 1.357, O78 1.220, O79 1.358
78 O 4.045 -4.085 -9.609  C77 1.220
79 O 3.029 -4.975 -11.465  C77 1.358, C80 1.426
80 C 4.151 -4.543 -12.231  O79 1.426, H86 1.095, H87 1.094, H88 1.094
81 H 0.657 -2.936 -8.515  C74 1.094
82 H 1.373 -3.025 -6.888  C74 1.094
83 H 2.370 -2.605 -8.294  C74 1.096
84 H 1.008 -5.305 -7.766  C75 1.095
85 H 2.743 -5.024 -7.622  C75 1.097
86 H 5.091 -4.895 -11.795  C80 1.095
87 H 4.147 -3.451 -12.312  C80 1.094
88 H 4.059 -4.965 -13.236  C80 1.094

---

No. 4
Formula: C3H9N3S
Source: the Open Molecules 2025 dataset
Level of theory: wB97M-V/def2-TZVPD

## Properties
* electronic energy: -18561.7523 eV
* gap between HOMO and LUMO: 9.695 eV
* HOMO energy: -8.94 eV
* ΔE to the lowest compared entry with this formula, charge and spin: 0.9271 eV
* M: 119.19 g mol⁻¹
* largest force on an atom: 3.2 eV/Å

Last columns: bonded neighbours and bond lengths (Å).
Atoms and positions in Å:
1 C 2.368 -1.238 -0.651  C2 1.510, H4 1.110, H5 1.109, H6 1.151
2 C 1.520 -0.280 -1.454  C1 1.510, H7 1.035, H8 1.065, S16 1.829
3 C -0.988 0.746 1.118  N13 1.365, N14 1.419, N15 1.304
4 H 3.447 -0.983 -0.690  C1 1.110
5 H 2.213 -2.322 -0.829  C1 1.109
6 H 2.168 -1.064 0.469  C1 1.151
7 H 1.709 0.671 -1.092  C2 1.035
8 H 1.823 -0.257 -2.474  C2 1.065
9 H -0.673 -1.228 0.803  N13 1.028
10 H -1.962 0.842 2.880  N14 0.955
11 H -0.425 0.288 3.034  N14 1.018
12 H -1.054 2.645 1.392  N15 1.020
13 N -0.738 -0.327 0.311  C3 1.365, H9 1.028, S16 1.726
14 N -1.259 0.355 2.454  C3 1.419, H10 0.955, H11 1.018
15 N -0.852 1.960 0.663  C3 1.304, H12 1.020
16 S -0.294 -0.492 -1.348  C2 1.829, N13 1.726

---

No. 5
Formula: C5H5NO
Source: the Open Molecules 2025 dataset
Level of theory: wB97M-V/def2-TZVPD

## Properties
* electronic energy: -8798.8038 eV
* gap between HOMO and LUMO: 11.263 eV
* HOMO energy: -10.42 eV
* ΔE to the lowest compared entry with this formula, charge and spin: 4.6153 eV
* M: 95.10 g mol⁻¹
* largest force on an atom: 3.4 eV/Å

Last columns: bonded neighbours and bond lengths (Å).
Atoms and positions in Å:
1 N -3.042 0.117 -0.047  C2 1.155
2 C -1.959 0.240 -0.429  N1 1.155, C3 1.458
3 C -0.566 0.387 -0.834  C2 1.458, O4 1.409, C7 1.509, H8 1.099
4 O 0.018 1.444 -0.107  C3 1.409, C5 1.645
5 C 1.255 0.405 0.203  O4 1.645, C6 1.476, C7 1.488, H9 1.070
6 C 0.684 -0.575 1.148  C5 1.476, C7 1.524, H10 1.092, H11 1.086
7 C 0.388 -0.673 -0.345  C3 1.509, C5 1.488, C6 1.524, H12 1.084
8 H -0.485 0.521 -1.922  C3 1.099
9 H 1.635 1.323 -0.195  C5 1.070
10 H 1.248 -1.438 1.506  C6 1.092
11 H -0.021 -0.168 1.866  C6 1.086
12 H 0.638 -1.577 -0.888  C7 1.084

---

Question: Among the records above, which one has the lowest M?
Answer: C2H5NS

---

Question: largest force on an atom of number 5 (C5H5NO)?
Answer: 3.4 eV/Å

---

Question: Which value of HOMO energy does entry 4 give?
Answer: -8.94 eV

---

Question: Which value of HOMO energy does entry 3 give?
Answer: -7.99 eV